# 1
{"formula": "C22H54N9O6S", "method": "wB97M-V/def2-TZVPD", "total_charge": 1, "energy_ev": -60209.4293, "mol_weight_g_mol": 572.8, "elements": ["C", "C", "C", "N", "C", "N", "N", "S", "H", "H", "H", "H", "H", "H", "H", "H", "H", "H", "H", "H", "C", "O", "N", "C", "C", "H", "H", "H", "H", "H", "H", "H", "C", "O", "N", "C", "C", "H", "H", "H", "H", "H", "H", "H", "C", "O", "N", "C", "C", "H", "H", "H", "H", "H", "H", "H", "C", "O", "N", "C", "C", "H", "H", "H", "H", "H", "H", "H", "C", "O", "N", "C", "C", "H", "H", "H", "H", "H", "H", "H", "C", "O", "N", "C", "C", "H", "H", "H", "H", "H", "H", "H"], "xyz": [[7.633, -1.199, 3.781], [7.767, 0.417, 4.020], [6.345, 1.220, 4.171], [5.388, 0.724, 3.109], [4.034, 0.341, 3.677], [3.110, 1.314, 4.004], [3.778, -1.172, 3.826], [2.826, -1.396, 5.289], [8.642, -1.538, 3.240], [7.543, -1.841, 4.760], [6.762, -1.530, 3.073], [8.405, 0.588, 5.001], [8.396, 0.850, 3.126], [5.894, 1.209, 5.271], [6.543, 2.371, 3.923], [5.315, 1.369, 2.291], [2.355, 1.516, 3.282], [3.226, 1.845, 4.898], [3.283, -1.547, 2.985], [1.484, -0.974, 5.028], [1.168, 3.728, 0.101], [1.262, 2.509, 0.169], [1.271, 4.598, 1.165], [1.148, 6.031, 1.000], [1.510, 4.064, 2.490], [0.987, 4.239, -0.859], [2.074, 6.507, 1.337], [0.310, 6.386, 1.607], [0.970, 6.294, -0.046], [2.449, 3.503, 2.484], [0.694, 3.383, 2.752], [1.567, 4.870, 3.227], [4.377, 1.299, -4.177], [4.892, 2.380, -3.921], [3.230, 0.803, -3.596], [2.684, -0.490, -3.955], [2.548, 1.596, -2.594], [4.814, 0.616, -4.924], [1.671, -0.350, -4.342], [2.653, -1.121, -3.062], [3.296, -0.977, -4.719], [2.257, 2.553, -3.037], [3.234, 1.786, -1.763], [1.660, 1.074, -2.227], [-2.388, 2.520, 3.881], [-2.054, 3.620, 3.459], [-2.575, 1.391, 3.112], [-2.971, 0.125, 3.690], [-2.368, 1.473, 1.681], [-2.572, 2.347, 4.954], [-2.202, -0.621, 3.470], [-3.922, -0.185, 3.246], [-3.091, 0.207, 4.774], [-1.338, 1.787, 1.487], [-3.049, 2.221, 1.265], [-2.552, 0.504, 1.208], [-5.854, -1.428, 1.372], [-5.340, -0.348, 1.628], [-7.001, -1.925, 1.954], [-7.547, -3.217, 1.595], [-7.683, -1.132, 2.955], [-5.418, -2.112, 0.626], [-8.561, -3.077, 1.207], [-7.578, -3.848, 2.487], [-6.935, -3.705, 0.831], [-7.975, -0.174, 2.513], [-6.998, -0.941, 3.786], [-8.571, -1.653, 3.322], [0.714, -2.716, -5.547], [0.741, -1.505, -5.723], [1.086, -3.667, -6.473], [1.024, -5.085, -6.185], [1.556, -3.237, -7.774], [0.373, -3.151, -4.593], [2.027, -5.510, -6.282], [0.351, -5.562, -6.904], [0.654, -5.265, -5.173], [2.436, -2.601, -7.642], [0.769, -2.653, -8.261], [1.813, -4.099, -8.396], [-4.956, -2.345, -1.764], [-4.115, -2.575, -0.905], [-4.892, -1.329, -2.694], [-5.933, -1.123, -3.679], [-3.749, -0.440, -2.687], [-5.866, -2.960, -1.858], [-5.496, -1.211, -4.678], [-6.351, -0.121, -3.547], [-6.731, -1.862, -3.570], [-2.839, -1.029, -2.839], [-3.690, 0.056, -1.714], [-3.838, 0.310, -3.478]], "lowdin_charge": [-0.1478, -0.2270, -0.1997, 0.0127, -0.2350, 0.1197, -0.3080, 0.7350, 0.0941, 0.0810, 0.0608, 0.1234, 0.1185, 0.1407, 0.1445, 0.1444, 0.1458, 0.1522, 0.1115, -0.0877, -0.3079, -0.0187, -0.1921, -0.0512, -0.0596, 0.1390, 0.0916, 0.0969, 0.0910, 0.0612, 0.0759, 0.0995, -0.3308, -0.0048, -0.2029, -0.0740, -0.0659, 0.1285, 0.0675, 0.0885, 0.0859, 0.0937, 0.0816, 0.0842, -0.3342, -0.0132, -0.1928, -0.0632, -0.0437, 0.1274, 0.0845, 0.0587, 0.0839, 0.0728, 0.0995, 0.0868, -0.3041, -0.0118, -0.2005, -0.0579, -0.0479, 0.0957, 0.0906, 0.0907, 0.0856, 0.0941, 0.0899, 0.0892, -0.3140, -0.0200, -0.2061, -0.0639, -0.0450, 0.1347, 0.0906, 0.0915, 0.0848, 0.0929, 0.0955, 0.0907, -0.3303, -0.0167, -0.1980, -0.0601, -0.0401, 0.1332, 0.0917, 0.0923, 0.0862, 0.0923, 0.0895, 0.0919]}

---

# 2
{"formula": "C22H54O13S7", "method": "wB97M-V/def2-TZVPD", "relative_energy_kcal_mol": 0.0, "energy_ev": -126149.1097, "mol_weight_g_mol": 751.1, "elements": ["C", "C", "C", "O", "C", "O", "O", "H", "H", "H", "H", "H", "H", "C", "C", "C", "O", "C", "O", "O", "H", "H", "H", "H", "H", "H", "C", "S", "O", "C", "H", "H", "H", "H", "H", "H", "C", "S", "O", "C", "H", "H", "H", "H", "H", "H", "C", "S", "O", "C", "H", "H", "H", "H", "H", "H", "C", "S", "O", "C", "H", "H", "H", "H", "H", "H", "C", "S", "O", "C", "H", "H", "H", "H", "H", "H", "C", "S", "O", "C", "H", "H", "H", "H", "H", "H", "C", "S", "O", "C", "H", "H", "H", "H", "H", "H"], "xyz": [[-0.599, 0.480, -0.283], [0.599, 0.845, -1.113], [1.947, 0.764, -0.386], [2.810, 0.138, -1.322], [2.056, -0.512, -2.243], [2.452, -1.354, -2.985], [0.766, -0.132, -2.166], [-0.436, -0.508, 0.148], [-1.470, 0.439, -0.936], [-0.764, 1.208, 0.509], [0.512, 1.827, -1.576], [1.966, 0.257, 0.581], [2.173, 1.809, -0.156], [-5.862, -0.459, 2.025], [-4.538, 0.238, 1.917], [-4.055, 0.823, 3.257], [-2.721, 0.348, 3.394], [-2.454, -0.554, 2.420], [-1.413, -1.122, 2.323], [-3.506, -0.716, 1.601], [-6.138, -0.972, 1.106], [-6.638, 0.272, 2.268], [-5.852, -1.165, 2.857], [-4.558, 1.021, 1.158], [-4.659, 0.495, 4.106], [-4.107, 1.912, 3.260], [5.045, 0.965, 1.824], [6.644, 0.770, 1.052], [7.245, -0.482, 1.546], [6.012, 0.481, -0.604], [4.602, 1.903, 1.462], [5.126, 1.049, 2.904], [4.319, 0.209, 1.512], [5.334, -0.370, -0.610], [6.884, 0.290, -1.224], [5.490, 1.387, -0.911], [-1.136, 4.291, -0.600], [-0.390, 5.536, -1.648], [-0.252, 6.763, -0.834], [1.243, 4.789, -1.675], [-0.643, 4.392, 0.369], [-0.902, 3.291, -0.961], [-2.212, 4.415, -0.562], [1.230, 3.901, -2.309], [1.541, 4.510, -0.663], [1.897, 5.553, -2.088], [-3.424, 0.461, -3.140], [-4.360, 1.034, -1.724], [-3.592, 2.178, -1.147], [-5.674, 1.780, -2.669], [-2.489, 0.039, -2.789], [-3.254, 1.321, -3.788], [-3.984, -0.306, -3.675], [-5.234, 2.557, -3.298], [-6.396, 2.255, -2.007], [-6.197, 1.073, -3.314], [0.107, 2.007, 4.140], [1.431, 2.519, 3.050], [0.840, 2.774, 1.705], [1.718, 4.129, 3.786], [-0.738, 2.696, 4.092], [0.520, 2.024, 5.152], [-0.229, 1.014, 3.853], [2.458, 4.600, 3.140], [2.114, 3.991, 4.791], [0.815, 4.737, 3.788], [2.227, -1.061, 3.861], [2.093, -2.277, 5.175], [2.502, -3.572, 4.604], [0.303, -2.282, 5.218], [1.739, -1.482, 2.983], [3.282, -0.847, 3.720], [1.707, -0.173, 4.223], [0.026, -3.162, 5.798], [-0.094, -2.366, 4.209], [-0.071, -1.407, 5.751], [-0.427, -3.287, -2.582], [-2.180, -2.930, -2.371], [-2.923, -4.058, -2.991], [-2.256, -3.191, -0.593], [-0.106, -2.836, -3.519], [-0.255, -4.359, -2.559], [0.124, -2.734, -1.820], [-1.560, -2.533, -0.071], [-2.004, -4.222, -0.344], [-3.278, -2.955, -0.302], [2.595, -4.234, -4.334], [3.430, -5.104, -5.669], [3.943, -6.355, -5.063], [1.933, -5.543, -6.574], [2.184, -4.952, -3.628], [1.808, -3.572, -4.693], [3.347, -3.597, -3.873], [2.154, -6.200, -7.409], [1.506, -4.615, -6.962], [1.232, -5.996, -5.874]], "lowdin_charge": [-0.0095, -0.2858, -0.1083, 0.0617, -0.5483, 0.1546, 0.0753, 0.0767, 0.0595, 0.0825, 0.1238, 0.1254, 0.1102, -0.0218, -0.3116, -0.0784, 0.0563, -0.5606, 0.1349, 0.0816, 0.0883, 0.0966, 0.0944, 0.1185, 0.1320, 0.1364, -0.2915, 0.8012, -0.5365, -0.2639, 0.0480, 0.0501, 0.0422, 0.0525, 0.0522, 0.0520, -0.2668, 0.8063, -0.5503, -0.2667, 0.0420, 0.0246, 0.0433, 0.0428, 0.0472, 0.0506, -0.2618, 0.8021, -0.5481, -0.2670, 0.0064, 0.0649, 0.0631, 0.0616, 0.0528, 0.0612, -0.2594, 0.8141, -0.5484, -0.2482, 0.0668, 0.0637, 0.0260, 0.0537, 0.0579, 0.0653, -0.2675, 0.8019, -0.5342, -0.2690, 0.0614, 0.0403, 0.0099, 0.0528, 0.0384, 0.0523, -0.2545, 0.8018, -0.5463, -0.2481, 0.0399, 0.0646, 0.0430, 0.0286, 0.0671, 0.0454, -0.2812, 0.8077, -0.5553, -0.2748, 0.0594, 0.0374, 0.0365, 0.0478, 0.0487, 0.0553]}

---

# 3
{"formula": "C22H55NO9P3S", "method": "wB97M-V/def2-TZVPD", "total_charge": 1, "energy_ev": -82320.7921, "mol_weight_g_mol": 602.7, "elements": ["C", "C", "N", "S", "C", "C", "C", "O", "C", "P", "C", "C", "C", "C", "H", "H", "H", "H", "H", "H", "H", "H", "H", "H", "H", "H", "H", "H", "H", "H", "H", "H", "H", "H", "H", "H", "H", "H", "H", "O", "P", "O", "C", "C", "O", "C", "C", "O", "C", "C", "H", "H", "H", "H", "H", "H", "H", "H", "H", "H", "H", "H", "H", "H", "H", "O", "P", "O", "C", "C", "O", "C", "C", "O", "C", "C", "H", "H", "H", "H", "H", "H", "H", "H", "H", "H", "H", "H", "H", "H", "H"], "xyz": [[2.695, -1.016, 5.190], [2.133, -0.375, 3.921], [1.843, -1.475, 2.979], [1.115, -0.986, 1.538], [1.805, 0.574, 0.897], [0.645, 1.438, 0.389], [-0.105, 2.112, 1.544], [-0.886, 1.213, 2.295], [-2.129, 0.896, 1.699], [1.767, -2.619, 0.261], [1.965, -2.088, -1.486], [1.076, -0.945, -2.023], [0.526, -3.948, 0.414], [0.672, -4.616, 1.803], [2.958, -0.270, 5.932], [3.610, -1.542, 4.909], [2.002, -1.767, 5.560], [1.256, 0.237, 4.116], [2.951, 0.221, 3.509], [2.685, -1.990, 2.716], [2.317, 1.144, 1.669], [2.525, 0.324, 0.119], [-0.082, 0.843, -0.161], [1.039, 2.226, -0.252], [-0.776, 2.849, 1.087], [0.573, 2.680, 2.181], [-2.146, 1.028, 0.616], [-2.354, -0.143, 1.937], [-2.944, 1.486, 2.123], [3.027, -1.933, -1.658], [1.707, -2.970, -2.079], [1.557, 0.020, -1.890], [0.976, -1.060, -3.102], [0.070, -0.965, -1.612], [0.661, -4.687, -0.375], [-0.505, -3.595, 0.339], [0.081, -4.094, 2.549], [0.396, -5.665, 1.751], [1.725, -4.598, 2.085], [-7.485, 2.459, 2.238], [-7.177, 3.550, 3.171], [-7.055, 2.949, 4.666], [-6.254, 1.780, 4.862], [-4.762, 2.070, 4.827], [-8.552, 4.396, 3.305], [-9.644, 4.189, 2.402], [-10.665, 3.229, 2.979], [-6.219, 4.804, 3.211], [-6.256, 5.740, 4.312], [-5.212, 5.457, 5.369], [-6.509, 1.031, 4.109], [-6.536, 1.372, 5.831], [-4.501, 2.716, 3.985], [-4.199, 1.139, 4.745], [-4.438, 2.576, 5.736], [-9.278, 3.846, 1.437], [-10.095, 5.168, 2.236], [-10.183, 2.375, 3.453], [-11.337, 2.865, 2.202], [-11.264, 3.722, 3.746], [-7.254, 5.789, 4.742], [-6.053, 6.708, 3.858], [-5.535, 4.670, 6.049], [-5.049, 6.351, 5.972], [-4.268, 5.150, 4.919], [5.991, -1.596, -3.990], [5.504, -2.369, -5.156], [6.709, -2.345, -6.231], [8.012, -2.793, -5.829], [8.108, -4.306, -5.735], [4.428, -1.269, -5.756], [3.985, -0.209, -4.911], [4.781, 1.062, -5.132], [4.650, -3.574, -5.738], [4.341, -3.673, -7.151], [5.298, -4.569, -7.905], [8.282, -2.335, -4.876], [8.710, -2.416, -6.575], [7.253, -4.730, -5.205], [9.021, -4.595, -5.214], [8.132, -4.759, -6.726], [4.020, -0.535, -3.872], [2.933, -0.031, -5.149], [5.845, 0.853, -5.229], [4.636, 1.763, -4.308], [4.468, 1.552, -6.054], [4.278, -2.687, -7.602], [3.343, -4.108, -7.183], [6.217, -4.045, -8.161], [4.840, -4.885, -8.843], [5.561, -5.448, -7.319]], "lowdin_charge": [-0.0730, -0.3051, -0.3198, 0.9220, -0.3377, -0.2229, -0.2373, -0.2202, -0.0886, 0.8669, -0.4154, -0.1404, -0.4393, -0.1639, 0.0844, 0.0793, 0.0821, 0.1181, 0.1039, 0.0626, 0.0903, 0.0801, 0.0842, 0.1326, 0.1300, 0.1311, 0.0901, 0.0915, 0.0850, 0.0668, 0.0845, 0.0584, 0.0765, 0.0700, 0.0885, 0.0806, 0.0682, 0.0767, 0.0508, -0.2130, 0.4501, -0.1881, -0.2643, -0.0820, -0.2091, -0.2733, -0.0700, -0.1881, -0.2392, -0.0744, 0.1082, 0.1212, 0.0614, 0.0752, 0.0704, 0.1042, 0.1173, 0.0756, 0.0783, 0.0750, 0.1167, 0.1228, 0.0661, 0.0830, 0.0780, -0.2224, 0.5230, -0.1983, -0.2620, -0.0741, -0.2209, -0.3059, -0.0671, -0.2087, -0.2379, -0.0702, 0.1078, 0.1218, 0.0713, 0.0814, 0.0720, 0.0820, 0.1126, 0.0777, 0.0753, 0.0769, 0.1154, 0.1221, 0.0684, 0.0843, 0.0822]}

---

Number 1: HOMO -10.23 eV, lowest unoccupied orbital energy -6.1 eV, orbital gap 4.168 eV. Number 2: HOMO -8.59 eV, lowest unoccupied orbital energy -0.1 eV, orbital gap 8.444 eV. Number 3: HOMO -11.72 eV, lowest unoccupied orbital energy -2.7 eV, orbital gap 9.064 eV.